No. 1
This record from the Open Molecules 2025 dataset describes C4H8N2O in the gas phase. The level of theory is the ωB97M-V functional and the def2-TZVPD basis.

Results
* maximum force: 0.3 eV/A
* highest occupied orbital energy: -7.420 eV
* orbital gap: 7.9597 eV
* LUMO: 0.5 eV
* energy relative to the best compared isomer or geometry (same formula, charge and spin): 121.4 kcal per mole

Bonds (Å) are listed after each position.
Geometry (Å):
1 N 1.6311 -0.7877 -0.8185  C2 1.319, H8 1.011, H9 1.009
2 C 0.7778 -0.7119 0.1851  N1 1.319, O3 1.318, C4 1.540
3 O 0.4994 -1.8572 0.7753  C2 1.318, H12 1.033
4 C 0.5304 0.6616 0.8360  C2 1.540, N5 1.439, H10 1.098, H11 1.102
5 N -0.8528 1.0367 0.7080  C4 1.439, C6 1.511, C7 1.458
6 C -1.4975 -0.2276 0.1884  N5 1.511, C7 1.489, H13 1.096
7 C -1.2777 0.9589 -0.6843  N5 1.458, C6 1.489, H14 1.097, H15 1.090
8 H 1.8287 -1.6912 -1.2276  N1 1.011
9 H 1.9960 0.0427 -1.2597  N1 1.009
10 H 0.7873 0.5240 1.8949  C4 1.098
11 H 1.2192 1.4111 0.4151  C4 1.102
12 H -0.5031 -1.6248 0.8592  O3 1.033
13 H -2.5396 -0.3144 0.5179  C6 1.096
14 H -0.5102 0.9330 -1.4678  C7 1.097
15 H -2.0891 1.6466 -0.9219  C7 1.090

***

No. 2
This record from the Open Molecules 2025 dataset describes C4H8N2O in the gas phase at a distorted geometry. The level of theory is the ωB97M-V functional and the def2-TZVPD basis.

Results
* maximum force: 1.1 eV/A
* highest occupied orbital energy: -7.403 eV
* orbital gap: 7.7209 eV
* LUMO: 0.3 eV
* energy relative to the best compared isomer or geometry (same formula, charge and spin): 79.9 kcal per mole

Bonds (Å) are listed after each position.
Geometry (Å):
1 C -1.6610 0.0764 0.8209  N2 1.491, H8 1.091, H9 1.093, H10 1.091
2 N -0.4410 0.7785 0.3279  C1 1.491, C3 1.504, H11 1.030, H12 1.020
3 C 0.4384 0.0826 -0.6747  N2 1.504, C4 1.497, C6 1.405
4 C 1.5357 -0.6247 0.0588  C3 1.497, O5 1.437, H13 1.098, H14 1.105
5 O 2.2276 0.3218 0.8898  C4 1.437, H15 0.970
6 C -0.3123 -0.5669 -1.6684  C3 1.405, N7 1.170
7 N -0.9724 -1.0576 -2.5005  C6 1.170
8 H -1.3655 -0.8825 1.2480  C1 1.091
9 H -2.1709 0.6919 1.5669  C1 1.093
10 H -2.3108 -0.0989 -0.0380  C1 1.091
11 H 0.2156 0.9743 1.0967  N2 1.030
12 H -0.7190 1.6861 -0.0464  N2 1.020
13 H 2.2056 -1.0999 -0.6695  C4 1.098
14 H 1.2315 -1.4070 0.7768  C4 1.105
15 H 2.5381 1.0089 0.2801  O5 0.970

***

No. 3
This record from the Open Molecules 2025 dataset describes C4H8N2O in the gas phase at a distorted geometry. The level of theory is the ωB97M-V functional and the def2-TZVPD basis.

Results
* maximum force: 3.2 eV/A
* highest occupied orbital energy: -8.965 eV
* orbital gap: 9.9532 eV
* LUMO: 1.0 eV
* SMILES: CON1C=NCC1
* energy relative to the best compared isomer or geometry (same formula, charge and spin): 94.4 kcal per mole

Bonds (Å) are listed after each position.
Geometry (Å):
1 C 2.5789 0.0738 0.2574  O2 1.468, H8 1.080, H9 1.240, H10 1.150
2 O 1.4100 -0.2271 -0.5789  C1 1.468, N3 1.422
3 N 0.2610 -0.0990 0.2483  O2 1.422, C4 1.385, C7 1.512
4 C -0.6397 -1.1385 0.0822  N3 1.385, N5 1.277, H11 1.043
5 N -1.8784 -0.8500 -0.0309  C4 1.277, C6 1.459
6 C -1.9069 0.6077 0.0324  N5 1.459, C7 1.560, H12 1.145, H13 1.081
7 C -0.4638 1.1933 -0.0510  N3 1.512, C6 1.560, H14 1.118, H15 1.095
8 H 3.4497 -0.2445 -0.2960  C1 1.080
9 H 2.6126 1.3138 0.2673  C1 1.240
10 H 2.4579 -0.4102 1.2940  C1 1.150
11 H -0.2952 -2.1217 0.0409  C4 1.043
12 H -2.3739 0.8703 1.0445  C6 1.145
13 H -2.6028 1.0305 -0.6787  C6 1.081
14 H -0.3408 2.0978 0.5946  C7 1.118
15 H -0.2766 1.5056 -1.0834  C7 1.095

***

No. 4
This record from the Open Molecules 2025 dataset describes C4H8N2O in the gas phase. The level of theory is the ωB97M-V functional and the def2-TZVPD basis.

Results
* maximum force: 0.3 eV/A
* highest occupied orbital energy: -9.382 eV
* orbital gap: 10.2264 eV
* LUMO: 0.8 eV
* SMILES: O=C1NCCCN1
* energy relative to the best compared isomer or geometry (same formula, charge and spin): 2.7 kcal per mole

Bonds (Å) are listed after each position.
Geometry (Å):
1 O -1.1616 -1.6636 -1.9708  C2 1.222
2 C -0.6692 -0.8669 -1.1866  O1 1.222, N3 1.378, N7 1.376
3 N -1.4263 -0.0025 -0.4258  C2 1.378, C4 1.449, H8 1.007
4 C -0.8123 0.9709 0.4544  N3 1.449, C5 1.525, H9 1.100, H10 1.093
5 C 0.3741 0.3268 1.1631  C4 1.525, C6 1.525, H11 1.097, H12 1.095
6 C 1.3745 -0.0831 0.0881  C5 1.525, N7 1.456, H13 1.096, H14 1.100
7 N 0.6910 -0.7517 -1.0102  C2 1.376, C6 1.456, H15 1.008
8 H -2.3643 -0.3226 -0.2495  N3 1.007
9 H -0.4587 1.8285 -0.1369  C4 1.100
10 H -1.5659 1.3489 1.1498  C4 1.093
11 H 0.0232 -0.5510 1.7191  C5 1.097
12 H 0.8476 1.0142 1.8716  C5 1.095
13 H 2.1384 -0.7504 0.5040  C6 1.096
14 H 1.8892 0.8157 -0.2810  C6 1.100
15 H 1.2165 -1.3691 -1.6088  N7 1.008